{"formula": "C8H9O2S2", "method": "wB97M-V/def2-TZVPD", "symbols": ["C", "C", "C", "C", "C", "C", "C", "C", "O", "O", "S", "S", "H", "H", "H", "H", "H", "H", "H", "H", "H"], "positions_angstrom": [[1.071, -2.136, -1.127], [2.126, -2.513, -0.310], [0.661, -0.852, -0.913], [1.478, -0.200, -0.008], [-1.597, 0.365, -0.491], [-0.306, 0.150, -1.536], [-1.021, 1.319, 0.542], [-1.214, 0.947, 2.047], [1.478, 2.444, 0.820], [0.325, 1.437, -1.595], [2.671, -1.213, 0.659], [0.753, 1.449, 0.202], [0.775, -2.793, -1.927], [2.712, -3.489, -0.359], [-2.524, 0.898, -0.889], [-1.929, -0.631, 0.006], [-0.605, -0.118, -2.602], [-1.344, 2.349, 0.481], [-1.142, 1.847, 2.540], [-0.275, 0.380, 2.285], [-2.094, 0.359, 2.176]], "atomic_forces_ev_per_a": [[0.83, -2.15, -0.27], [0.58, -0.45, -0.39], [0.16, 2.81, -0.12], [-1.30, 1.10, 0.50], [0.01, -0.74, -0.49], [-2.48, -0.60, -1.01], [-0.26, -0.57, 1.84], [2.65, -1.62, -2.37], [1.62, 2.51, 1.14], [1.15, -0.24, 3.45], [0.08, -0.10, 0.41], [-1.84, -4.31, -5.11], [-0.51, -0.06, 0.01], [-0.94, 1.59, 0.20], [1.41, -1.03, -0.14], [0.72, 1.66, -0.98], [0.23, 0.39, 1.52], [0.00, 0.37, -0.79], [-0.39, 1.71, 1.73], [-1.16, -0.09, 0.48], [-0.54, -0.20, 0.38]], "homo_energy_ev": -13.9, "energy_ha": -1256.70550, "homo_lumo_gap_ev": 9.3, "lumo_energy_ev": -4.56, "total_charge": 1, "relative_energy_kcal_mol": 12.8}

***

{"formula": "C37H65N2O18", "method": "wB97M-V/def2-TZVPD", "symbols": ["C", "C", "C", "C", "C", "C", "C", "C", "O", "O", "C", "C", "C", "C", "N", "C", "C", "C", "C", "C", "N", "O", "H", "H", "H", "H", "H", "H", "H", "H", "H", "H", "H", "H", "H", "H", "H", "H", "H", "H", "H", "H", "H", "H", "H", "H", "H", "C", "C", "O", "C", "O", "O", "C", "H", "H", "H", "H", "H", "H", "H", "H", "C", "C", "O", "C", "O", "O", "C", "H", "H", "H", "H", "H", "H", "H", "H", "C", "C", "O", "C", "O", "O", "C", "H", "H", "H", "H", "H", "H", "H", "H", "C", "C", "O", "C", "O", "O", "C", "H", "H", "H", "H", "H", "H", "H", "H", "C", "C", "O", "C", "O", "O", "C", "H", "H", "H", "H", "H", "H", "H", "H"], "positions_angstrom": [[1.340, 1.067, 0.150], [0.222, 1.248, -0.993], [1.010, 1.839, -2.300], [-0.791, 2.409, -0.531], [-2.300, 1.867, -0.192], [-3.066, 1.801, -1.600], [-4.672, 1.759, -1.516], [-5.272, 0.781, -0.413], [-5.448, 1.107, 0.783], [-5.662, -0.545, -0.835], [-2.903, 2.983, 0.818], [-3.540, 4.304, 0.251], [-4.117, 5.309, 1.295], [-3.995, 4.911, 2.783], [-3.386, 3.746, 3.331], [-2.872, 2.843, 2.357], [-2.084, 0.430, 0.523], [-1.321, -0.622, -0.425], [-0.554, -1.655, 0.577], [-2.472, -1.537, -1.140], [-0.427, -0.014, -1.450], [0.438, -0.879, -1.929], [1.841, 0.027, 0.105], [2.166, 1.844, -0.032], [0.906, 1.206, 1.196], [1.973, 1.234, -2.448], [0.367, 1.651, -3.241], [1.248, 2.952, -2.156], [-0.324, 2.887, 0.412], [-0.800, 3.219, -1.344], [-2.800, 2.780, -2.159], [-2.683, 0.959, -2.278], [-5.037, 1.353, -2.537], [-5.080, 2.826, -1.454], [-5.423, -1.090, -0.039], [-3.622, 4.545, -0.856], [-4.632, 6.283, 1.023], [-4.455, 5.648, 3.540], [-2.371, 1.889, 2.764], [-1.373, 0.636, 1.414], [-3.043, 0.013, 1.003], [-0.062, -2.506, -0.003], [0.136, -1.117, 1.307], [-1.405, -2.143, 1.193], [-3.375, -1.691, -0.465], [-2.717, -1.195, -2.199], [-1.983, -2.580, -1.253], [-9.059, -2.701, -0.766], [-8.422, -2.219, -2.056], [-8.095, -3.322, -2.912], [-9.127, -3.865, -3.578], [-10.278, -3.504, -3.524], [-8.660, -4.900, -4.298], [-9.676, -5.631, -4.983], [-8.422, -3.443, -0.278], [-9.222, -1.867, -0.081], [-10.021, -3.183, -0.955], [-7.484, -1.709, -1.828], [-9.061, -1.501, -2.579], [-10.295, -4.972, -5.596], [-10.290, -6.176, -4.262], [-9.188, -6.353, -5.639], [-12.477, -12.414, -3.558], [-12.885, -10.955, -3.645], [-11.991, -10.124, -2.894], [-10.809, -9.868, -3.480], [-10.451, -10.263, -4.563], [-10.082, -9.115, -2.637], [-8.759, -8.849, -3.098], [-12.383, -12.725, -2.514], [-13.211, -13.050, -4.055], [-11.505, -12.581, -4.028], [-13.875, -10.829, -3.202], [-12.950, -10.614, -4.682], [-8.766, -8.422, -4.103], [-8.166, -9.766, -3.074], [-8.304, -8.126, -2.420], [7.016, 1.222, -3.169], [7.055, 0.863, -1.696], [7.324, 2.018, -0.890], [6.284, 2.847, -0.701], [5.168, 2.698, -1.134], [6.711, 3.886, 0.036], [5.725, 4.899, 0.232], [7.933, 1.739, -3.462], [6.902, 0.326, -3.782], [6.186, 1.897, -3.391], [7.870, 0.159, -1.516], [6.131, 0.375, -1.374], [4.802, 4.481, 0.638], [5.531, 5.416, -0.711], [6.122, 5.619, 0.948], [7.623, 2.749, 3.607], [7.663, 2.386, 5.079], [7.931, 3.538, 5.887], [6.891, 4.366, 6.079], [5.774, 4.217, 5.646], [7.317, 5.403, 6.819], [6.329, 6.413, 7.018], [8.538, 3.267, 3.315], [7.509, 1.854, 2.991], [6.792, 3.424, 3.387], [8.478, 1.681, 5.257], [6.739, 1.896, 5.400], [5.406, 5.992, 7.423], [6.134, 6.932, 6.077], [6.725, 7.133, 7.736], [14.610, 3.347, 4.575], [14.779, 2.849, 3.152], [13.534, 2.384, 2.617], [12.681, 3.342, 2.220], [12.875, 4.532, 2.268], [11.559, 2.745, 1.783], [10.524, 3.658, 1.420], [14.141, 2.580, 5.197], [15.576, 3.615, 5.008], [13.962, 4.226, 4.612], [15.461, 1.996, 3.146], [15.216, 3.615, 2.504], [10.881, 4.398, 0.702], [10.131, 4.146, 2.314], [9.719, 3.087, 0.954]], "atomic_forces_ev_per_a": [[0.27, -0.66, -0.08], [1.66, 2.51, -1.06], [-0.10, -0.96, 0.07], [-0.02, -0.43, 0.30], [1.05, 0.76, 0.35], [-0.27, 0.64, 0.07], [-0.47, -0.94, -1.39], [-0.85, 0.80, 2.66], [0.85, -1.22, -4.16], [1.75, 1.96, 1.18], [-1.75, 2.65, 1.19], [-0.07, -0.47, 4.34], [1.92, -3.95, 0.97], [0.34, -0.35, -1.90], [-0.31, 0.88, -4.86], [-0.49, 1.01, -1.74], [0.98, 1.24, 0.35], [-2.46, -1.89, 1.35], [-1.09, 0.04, -0.08], [1.64, -1.04, -0.20], [1.47, -0.87, 1.95], [-1.39, 1.08, 0.01], [-0.83, 1.65, -0.10], [-1.31, -1.05, 0.37], [0.58, -0.16, -1.36], [-1.34, 1.04, 0.22], [0.90, 0.56, 1.48], [-0.35, -1.72, -0.22], [-0.92, -0.74, -1.48], [-0.32, -1.16, 1.23], [-0.53, -1.56, 0.83], [-0.46, 1.16, 1.32], [0.55, 0.61, 1.61], [0.41, -1.77, 0.54], [-0.79, 0.57, -0.83], [0.23, -0.48, 1.64], [0.84, -1.53, 0.29], [0.90, -1.41, -1.21], [-1.01, 1.79, -0.53], [-1.12, -0.26, -1.36], [1.45, 0.51, -1.05], [-0.42, 1.44, 0.79], [-0.76, -0.83, -1.13], [1.36, 0.82, -0.84], [1.24, 0.48, -1.07], [0.02, -0.29, 1.58], [-0.92, 1.58, -0.03], [-0.22, -0.26, -0.03], [-0.09, 0.45, 0.51], [-0.22, -0.22, -0.49], [0.11, 0.02, 0.29], [0.43, -0.13, -0.13], [-0.05, 0.34, 0.16], [-0.26, -0.29, -0.27], [0.07, 0.16, 0.00], [0.07, -0.02, -0.05], [0.05, 0.14, -0.03], [-0.01, -0.27, -0.26], [-0.04, -0.26, -0.04], [0.01, -0.03, 0.21], [-0.08, 0.16, -0.08], [0.19, 0.18, 0.17], [0.33, -0.08, 0.02], [-0.33, -0.47, -0.28], [0.36, 0.35, -0.14], [-0.10, -0.20, 0.17], [-0.13, 0.24, 0.36], [-0.33, -0.14, -0.27], [0.47, 0.16, -0.05], [-0.17, 0.04, -0.05], [0.00, 0.07, 0.05], [-0.14, 0.07, -0.07], [0.23, 0.22, 0.15], [0.22, 0.00, 0.13], [-0.03, -0.21, 0.07], [-0.07, 0.07, -0.17], [-0.30, -0.09, 0.07], [-0.12, 0.31, -0.09], [-0.09, -0.47, -0.49], [-0.28, 0.30, 0.37], [0.19, -0.03, -0.20], [0.35, 0.04, 0.26], [-0.06, -0.41, -0.13], [-0.27, 0.40, 0.15], [0.02, -0.17, 0.05], [0.04, 0.03, 0.07], [-0.01, -0.15, 0.07], [0.03, 0.28, 0.21], [0.02, 0.25, 0.00], [0.09, -0.02, -0.18], [-0.11, -0.13, 0.07], [0.19, -0.23, -0.09], [-0.16, 0.29, -0.07], [-0.10, -0.44, -0.46], [-0.29, 0.28, 0.33], [0.20, -0.02, -0.17], [0.38, 0.05, 0.23], [-0.09, -0.41, -0.16], [-0.25, 0.37, 0.15], [-0.03, -0.21, 0.08], [0.05, 0.03, 0.05], [-0.01, -0.15, 0.07], [0.04, 0.28, 0.20], [0.02, 0.25, 0.00], [0.09, -0.01, -0.20], [-0.12, -0.13, 0.07], [0.19, -0.23, -0.10], [-0.29, 0.16, 0.09], [0.47, 0.22, 0.35], [-0.30, 0.17, -0.36], [0.01, -0.10, 0.22], [-0.06, -0.44, -0.10], [0.45, 0.11, 0.09], [-0.41, 0.20, -0.25], [0.16, -0.04, -0.06], [-0.03, -0.06, -0.05], [0.14, -0.03, -0.09], [-0.30, -0.09, -0.15], [-0.25, -0.01, 0.04], [0.05, -0.02, 0.21], [0.18, 0.13, -0.15], [0.22, -0.15, 0.11]], "homo_energy_ev": [-8.8, -8.8], "s2": 0.75, "energy_ha": -2912.46354, "spin_multiplicity": 2, "homo_lumo_gap_ev": [9.2, 8.6], "lumo_energy_ev": [0.33, -0.28]}

***

{"formula": "C6H7NO", "method": "wB97M-V/def2-TZVPD", "symbols": ["C", "C", "C", "C", "N", "C", "C", "O", "H", "H", "H", "H", "H", "H", "H"], "positions_angstrom": [[1.454, -1.930, -0.464], [0.353, -1.567, -0.153], [-1.026, -0.938, 0.094], [-1.692, -0.157, -0.997], [-1.013, 0.552, 0.057], [0.057, 1.366, 0.022], [0.992, 1.100, 1.181], [0.243, 2.126, -0.878], [2.507, -2.138, -0.926], [-1.580, -1.431, 0.836], [-1.228, -0.257, -2.088], [-2.766, -0.077, -0.886], [1.486, 2.093, 1.099], [0.526, 1.086, 2.146], [1.686, 0.171, 0.958]], "atomic_forces_ev_per_a": [[2.59, -0.35, -1.45], [-2.15, 0.75, -0.28], [3.35, 0.61, -0.69], [1.19, -0.18, -1.98], [-2.44, -2.48, -0.05], [0.80, -1.95, 0.58], [1.91, 1.07, -1.37], [0.39, 1.36, -0.76], [-2.77, 0.34, 1.45], [-0.78, -0.32, 0.98], [-1.06, 0.53, 2.55], [-0.05, -0.09, -0.53], [0.87, -0.94, 0.63], [-0.42, -0.52, 0.34], [-1.43, 2.17, 0.59]], "homo_energy_ev": -9.8, "energy_ha": -362.68149, "smiles": "C#C[C@@H]1CN1C(C)=O", "homo_lumo_gap_ev": 10.7, "lumo_energy_ev": 0.92, "relative_energy_kcal_mol": 82.8}